No. 1
140
Properties=species:S:1:pos:R:3 method="wB97M-V/def2-TZVPD" e_homo_ev=-4.56 lumo_ha=0.0519 total_charge=-1
C -4.514 -2.508 -0.193
C -4.345 -3.787 0.646
C -2.922 -4.348 0.666
O -2.682 -5.225 1.454
O -1.996 -3.815 -0.152
C -1.461 -4.754 -1.113
C -0.319 -5.613 -0.597
In 1.593 -4.519 -0.240
C 1.551 -3.563 1.805
C 2.960 -3.536 2.417
C 2.961 -3.273 3.937
I 4.380 -4.587 4.941
C 2.190 -3.109 -1.857
C 1.574 -1.685 -1.728
C 2.544 -0.538 -2.045
C 3.862 -0.555 -1.240
C 4.018 0.553 -0.156
O 2.818 0.957 0.482
C 2.233 -0.066 1.259
N 3.196 -6.024 -0.119
C 4.259 -5.454 -0.175
O 5.271 -4.808 -0.218
H -4.882 -2.733 -1.205
H -3.595 -1.929 -0.254
H -5.281 -1.880 0.269
H -5.055 -4.550 0.332
H -4.563 -3.573 1.693
H -1.179 -4.239 -2.030
H -2.286 -5.429 -1.401
H -0.580 -6.133 0.324
H -0.119 -6.397 -1.338
H 0.966 -4.255 2.423
H 1.052 -2.590 1.805
H 3.659 -2.884 1.888
H 3.359 -4.546 2.291
H 3.256 -2.259 4.199
H 1.993 -3.496 4.376
H 1.904 -3.529 -2.829
H 3.284 -3.091 -1.877
H 1.140 -1.586 -0.731
H 0.760 -1.618 -2.457
H 2.043 0.407 -1.833
H 2.781 -0.498 -3.111
H 4.026 -1.519 -0.754
H 4.706 -0.421 -1.924
H 4.464 1.431 -0.599
H 4.698 0.148 0.611
H 2.285 0.169 2.332
H 1.170 -0.106 1.009
H 2.687 -1.047 1.118
C 1.986 5.796 -3.244
C 1.233 5.450 -1.952
C 1.024 3.931 -1.938
S 2.374 3.226 -2.886
O 1.836 2.611 -4.074
O 3.258 2.517 -1.997
C 3.125 4.785 -3.345
H 2.359 6.819 -3.233
H 1.318 5.691 -4.100
H 1.836 5.747 -1.089
H 0.275 5.977 -1.879
H 1.051 3.523 -0.930
H 0.092 3.651 -2.427
H 3.550 4.706 -4.343
H 3.910 5.000 -2.619
C -7.794 0.838 -3.555
C -8.975 -0.088 -3.866
C -8.401 -1.476 -4.179
S -6.858 -1.595 -3.267
O -5.776 -1.678 -4.212
O -7.010 -2.546 -2.195
C -6.899 0.061 -2.594
H -8.123 1.781 -3.119
H -7.248 1.063 -4.475
H -9.628 -0.149 -2.998
H -9.572 0.285 -4.697
H -9.068 -2.272 -3.855
H -8.174 -1.591 -5.237
H -5.887 0.456 -2.531
H -7.342 0.002 -1.600
C 7.167 -1.034 7.126
C 7.654 -0.433 5.803
C 6.423 0.102 5.064
S 5.225 0.535 6.327
O 4.089 -0.341 6.197
O 5.078 1.969 6.383
C 6.205 -0.010 7.722
H 7.995 -1.247 7.802
H 6.639 -1.971 6.933
H 8.347 0.383 6.007
H 8.183 -1.165 5.200
H 6.655 0.986 4.475
H 5.974 -0.661 4.429
H 5.554 -0.425 8.488
H 6.738 0.857 8.111
C -12.262 -2.539 -0.305
C -13.779 -2.381 -0.469
C -14.018 -1.295 -1.526
S -12.586 -1.333 -2.610
O -11.873 -0.088 -2.468
O -12.974 -1.843 -3.900
C -11.696 -2.604 -1.720
H -12.006 -3.430 0.266
H -11.854 -1.673 0.220
H -14.209 -3.326 -0.808
H -14.262 -2.122 0.473
H -14.913 -1.487 -2.113
H -14.072 -0.304 -1.080
H -10.626 -2.407 -1.768
H -11.923 -3.559 -2.193
C -2.550 10.140 -2.641
C -3.658 9.118 -2.924
C -2.978 7.793 -3.291
S -1.390 7.797 -2.452
O -0.346 7.830 -3.443
O -1.421 6.824 -1.392
C -1.549 9.429 -1.737
H -2.942 11.042 -2.171
H -2.067 10.430 -3.577
H -4.266 8.983 -2.026
H -4.322 9.451 -3.721
H -3.554 6.933 -2.957
H -2.790 7.720 -4.360
H -0.574 9.911 -1.705
H -1.943 9.311 -0.728
C 10.945 -2.350 2.019
C 12.340 -2.251 2.651
C 12.408 -0.920 3.411
S 10.722 -0.542 3.903
O 10.298 0.649 3.213
O 10.609 -0.674 5.334
C 9.962 -1.957 3.116
H 10.740 -3.351 1.641
H 10.868 -1.652 1.182
H 12.483 -3.081 3.347
H 13.128 -2.315 1.901
H 13.031 -0.989 4.299
H 12.759 -0.111 2.774
H 8.979 -1.684 2.738
H 9.871 -2.744 3.865

=====

No. 2
31
Properties=species:S:1:pos:R:3 method="wB97M-V/def2-TZVPD" smiles="CC[N+]1(CC)C(C)=CCn2ncnc21" e_homo_ev=-13.69 e_above_lowest_kj_mol=98.7 lumo_ha=-0.0910 total_charge=+1
C -0.052 1.300 2.259
C 0.284 -0.164 1.798
N -0.046 -0.322 0.311
C 0.309 -1.782 -0.146
C -0.009 -1.943 -1.620
C 0.552 0.673 -0.498
C 2.046 0.615 -0.483
C -0.093 1.380 -1.387
C -1.566 1.292 -1.626
N -2.213 0.463 -0.634
N -3.470 0.354 -0.515
C -3.617 -0.470 0.539
N -2.455 -0.916 1.037
C -1.581 -0.199 0.344
H -0.140 1.474 3.269
H 0.641 1.957 1.891
H -1.037 1.504 1.805
H -0.362 -0.931 2.328
H 1.402 -0.245 2.093
H 1.444 -1.858 0.138
H -0.300 -2.343 0.579
H 0.552 -1.204 -2.343
H 0.209 -3.035 -2.054
H -1.109 -1.758 -1.758
H 2.534 1.137 -1.388
H 2.304 -0.384 -0.352
H 2.302 1.311 0.337
H 0.461 1.981 -2.115
H -1.999 2.298 -1.583
H -1.725 0.979 -2.666
H -4.601 -0.757 0.965

=====

No. 3
11
Properties=species:S:1:pos:R:3 method="wB97M-V/def2-TZVPD" e_homo_ev="-5.28 / -11.26" e_above_lowest_kj_mol=17.5 lumo_ha="0.0246 / -0.1288" spin_multiplicity=3
C 0.751 -1.279 -0.018
C 1.136 -0.118 -0.918
N -0.583 -1.131 0.450
O 1.490 -2.224 0.261
O -1.044 -1.915 1.642
Si -1.430 -0.254 1.686
H 1.536 0.799 -0.424
H 0.169 0.313 -1.269
H 1.784 -0.587 -1.727
H -0.426 0.541 2.433
H -2.757 -0.097 1.350

=====

No. 4
8
Properties=species:S:1:pos:R:3 method="wB97M-V/def2-TZVPD" e_homo_ev="-8.34 / -10.84" e_above_lowest_kj_mol=240.4 lumo_ha="0.0112 / -0.1295" spin_multiplicity=3
C -1.035 -1.203 0.059
C -0.166 -0.275 -0.638
N -1.306 0.141 -0.062
O -1.471 -2.201 0.503
O 2.770 0.586 -0.874
O 1.260 1.578 0.779
S 1.783 0.387 0.152
H -1.834 0.987 0.080

=====

No. 5
47
Properties=species:S:1:pos:R:3 method="wB97M-V/def2-TZVPD" smiles="CNC(=O)[C@@H](CC(C)C)NC(=O)[C@H](NC(C)=O)C(C)C" e_homo_ev=-9.30 e_above_lowest_kj_mol=0.3 lumo_ha=0.0235
C 0.521 -4.335 -0.710
N -0.035 -2.977 -0.511
C -1.020 -2.463 -1.270
O -1.571 -3.146 -2.131
C -1.498 -0.971 -0.976
C -2.580 -0.931 0.160
C -3.280 0.431 0.372
C -4.184 0.240 1.571
C -4.120 0.916 -0.794
N -0.422 0.034 -0.752
C 0.515 0.023 0.221
O 0.537 -0.806 1.115
C 1.630 1.043 0.125
N 2.939 0.473 -0.190
C 3.377 0.249 -1.460
C 4.715 -0.476 -1.608
O 2.704 0.557 -2.424
C 1.694 1.846 1.435
C 2.771 2.939 1.370
C 0.394 2.592 1.605
H -0.290 -5.090 -0.718
H 0.989 -4.413 -1.670
H 1.239 -4.593 0.063
H 0.292 -2.400 0.230
H -2.015 -0.774 -1.908
H -2.066 -1.226 1.097
H -3.342 -1.689 -0.088
H -2.532 1.171 0.651
H -3.602 -0.194 2.410
H -4.548 1.222 1.871
H -5.009 -0.372 1.355
H -4.881 0.121 -1.005
H -3.477 1.028 -1.677
H -4.580 1.879 -0.528
H -0.384 0.745 -1.460
H 1.366 1.806 -0.617
H 3.567 0.246 0.573
H 5.105 -0.419 -2.631
H 4.594 -1.508 -1.340
H 5.435 0.013 -0.979
H 1.837 1.201 2.291
H 3.762 2.592 1.043
H 2.468 3.700 0.654
H 2.861 3.340 2.343
H -0.412 1.881 1.838
H 0.439 3.376 2.403
H 0.093 3.116 0.649

=====

No. 6
77
Properties=species:S:1:pos:R:3 method="wB97M-V/def2-TZVPD" e_homo_ev=-3.56 e_above_lowest_kj_mol=60.2 lumo_ha=0.0518 total_charge=-1
Rb 0.651 0.031 0.912
C 1.167 0.821 3.793
C -0.245 0.784 3.787
C -0.650 -0.565 3.897
C 0.519 -1.359 3.983
C 1.640 -0.502 3.905
C 3.077 -0.923 4.013
C 0.565 -2.813 4.354
C -2.057 -1.061 4.076
C -1.144 1.981 3.643
C 2.009 2.055 3.631
H 3.440 -0.937 5.049
H 3.740 -0.255 3.456
H 3.233 -1.930 3.614
H 0.704 -2.963 5.433
H 1.388 -3.344 3.862
H -0.363 -3.331 4.093
H -2.360 -1.103 5.131
H -2.190 -2.071 3.674
H -2.784 -0.425 3.563
H -2.176 1.723 3.894
H -1.151 2.406 2.627
H -0.850 2.796 4.312
H 2.935 1.989 4.210
H 1.475 2.943 3.978
H 2.307 2.257 2.592
I 5.063 1.806 -2.459
C 3.215 2.777 -2.427
C 3.020 3.903 -3.223
C 1.799 4.525 -3.284
I 1.627 6.251 -4.457
C 0.706 4.023 -2.531
C -0.596 4.568 -2.561
C -1.591 4.006 -1.811
C -1.285 2.890 -1.019
N -0.092 2.351 -0.965
C 0.908 2.888 -1.701
C 2.212 2.200 -1.615
O 2.374 1.179 -0.910
H 3.849 4.286 -3.804
H -0.795 5.427 -3.189
H -2.597 4.406 -1.826
H -2.056 2.416 -0.419
Br -0.292 3.104 -6.356
C -0.128 1.738 -5.052
C -1.263 1.300 -4.387
C -1.137 0.336 -3.403
C 0.112 -0.202 -3.102
C 1.243 0.259 -3.770
C 1.124 1.233 -4.750
N 0.174 -1.149 -2.059
C 1.004 -2.100 -2.126
C 1.146 -3.089 -1.031
C 2.053 -4.133 -1.164
C 2.180 -5.044 -0.126
C 1.399 -4.877 1.004
C 0.520 -3.801 1.048
N 0.391 -2.927 0.060
H -2.229 1.728 -4.619
H -2.004 0.001 -2.847
H 2.227 -0.076 -3.466
H 2.005 1.628 -5.238
H 1.657 -2.249 -2.994
H 2.650 -4.219 -2.063
H 2.881 -5.864 -0.197
H 1.468 -5.551 1.847
H -0.095 -3.623 1.922
C -4.147 1.906 1.420
O -3.317 0.750 1.243
C -3.536 -0.041 0.202
S -4.575 0.236 -1.023
S -2.511 -1.457 0.431
H -3.783 2.369 2.331
H -5.188 1.598 1.512
H -4.048 2.582 0.573
O -2.244 -3.188 -1.406
N -2.607 -2.083 -1.299

=====

No. 7
25
Properties=species:S:1:pos:R:3 method="wB97M-V/def2-TZVPD" e_homo_ev=-9.06 e_above_lowest_kj_mol=21.1 lumo_ha=-0.0058
C 1.337 -1.485 0.816
C 1.207 -0.256 0.342
C -0.083 0.452 0.495
O -0.158 1.675 0.344
O -1.178 -0.337 0.885
C -2.235 0.451 1.163
C -3.437 0.027 1.576
C -3.665 -1.417 1.716
Si 2.287 0.417 -0.979
C 2.267 2.301 -1.116
C 1.879 -0.455 -2.600
Cl 4.239 -0.308 -0.581
H 2.199 -2.053 0.672
H 0.606 -1.948 1.457
H -2.008 1.473 0.911
H -4.215 0.730 1.780
H -3.019 -1.973 1.067
H -4.694 -1.747 1.493
H -3.430 -1.762 2.716
H 1.324 2.680 -0.758
H 3.120 2.790 -0.579
H 2.287 2.581 -2.169
H 0.796 -0.557 -2.615
H 2.359 -1.423 -2.602
H 2.213 0.144 -3.435

=====

No. 8
16
Properties=species:S:1:pos:R:3 method="wB97M-V/def2-TZVPD" e_homo_ev=-8.51 e_above_lowest_kj_mol=594.4 lumo_ha=0.0345
C 1.444 -0.732 -1.078
C 0.802 0.525 -0.528
N 1.391 0.872 0.622
O 2.110 0.191 1.333
H 2.328 -0.945 -0.560
H 1.670 -0.464 -2.067
H 0.922 -1.600 -1.042
H 0.171 1.032 -1.194
H 1.326 1.836 0.881
C -2.475 1.311 -0.015
C -1.819 0.413 0.442
C -1.264 -0.890 0.744
H -3.116 2.177 -0.182
H -1.374 -1.110 1.894
H -0.242 -1.001 0.486
H -1.873 -1.615 0.265

=====

| no. | calculated total energy (hartree) |
| --- | --- |
| 1 | -5667.098066 |
| 2 | -609.936304 |
| 3 | -573.715301 |
| 4 | -755.261558 |
| 5 | -939.700853 |
| 6 | -5710.734880 |
| 7 | -1212.823906 |
| 8 | -325.711152 |